Run one
The following is a DFT calculation (ωB97M-V with the def2-TZVPD basis set) of a single C4H7NO molecule.

Lowest unoccupied orbital energy (Eh): 0.02742
SMILES string: C=C(C)C(N)=O

Last column: natural (NBO) charge in e.
CARTESIAN COORDINATES (ANGSTROEM)
C (1.03, -1.48, -0.48)  -0.3501
C (0.38, -0.50, 0.09)  -0.0601
C (1.15, 0.78, 0.57)  -0.6528
C (-1.07, -0.44, 0.19)  0.6267
N (-1.76, 0.66, -0.44)  -0.8770
O (-1.67, -1.36, 0.69)  -0.5743
H (1.95, -1.33, -0.36)  0.1940
H (0.43, -2.12, -0.81)  0.2041
H (2.25, 0.95, 0.45)  0.2413
H (0.86, 1.53, -0.42)  0.1954
H (0.65, 1.00, 1.56)  0.2313
H (-1.27, 1.56, -0.64)  0.3980
H (-2.95, 0.75, -0.41)  0.4234

Run two
The following is a DFT calculation (ωB97M-V with the def2-TZVPD basis set) of 2 unconnected molecules or ions with the total composition C4H7NO.

Lowest unoccupied orbital energy (Eh): 0.01604

Last column: natural (NBO) charge in e.
CARTESIAN COORDINATES (ANGSTROEM)
C (-1.86, -0.47, 0.22)  -0.3588
C (-0.18, -0.50, -0.66)  0.0685
O (-0.24, 0.16, 0.50)  -0.5079
C (1.76, 1.04, 0.76)  -0.5523
C (2.00, 0.44, -0.43)  0.2734
N (1.79, -0.20, -1.41)  -0.4429
H (-2.37, 0.42, -0.13)  0.2195
H (-2.19, -1.35, -0.35)  0.2188
H (-1.97, -0.66, 1.28)  0.2301
H (-0.52, -0.02, -1.57)  0.1988
H (0.05, -1.56, -0.66)  0.1958
H (2.14, 0.59, 1.67)  0.2285
H (1.58, 2.11, 0.78)  0.2283

Run three
The following is a DFT calculation (ωB97M-V with the def2-TZVPD basis set) of a single C4H7NO molecule.

Lowest unoccupied orbital energy (Eh): 0.02880
SMILES string: C=C/C=N\OC

Last column: natural (NBO) charge in e.
CARTESIAN COORDINATES (ANGSTROEM)
C (1.77, 1.16, -0.09)  -0.3473
C (1.89, -0.14, 0.16)  -0.2909
C (0.78, -1.10, -0.07)  0.0002
N (-0.49, -0.92, -0.18)  -0.1226
O (-1.01, 0.36, -0.06)  -0.4080
C (-2.37, 0.35, 0.14)  -0.2535
H (0.89, 1.82, -0.66)  0.2379
H (2.62, 1.80, 0.14)  0.1940
H (2.82, -0.66, 0.81)  0.2268
H (0.99, -2.17, -0.10)  0.1997
H (-2.68, 1.39, 0.52)  0.1951
H (-2.89, 0.08, -0.86)  0.1828
H (-2.61, -0.30, 1.02)  0.1857

Run four
The following is a DFT calculation (ωB97M-V with the def2-TZVPD basis set) of a single C4H7NO molecule.

Lowest unoccupied orbital energy (alpha / beta) (Eh): 0.01662 / 0.01679

Last column: natural (NBO) charge in e.
CARTESIAN COORDINATES (ANGSTROEM)
C (-1.63, 0.40, -0.20)  -0.4140
N (-0.32, -0.26, -0.21)  -0.2487
C (-0.25, -1.56, -0.10)  -0.1721
C (1.91, 0.64, 0.34)  -0.1583
C (0.74, 0.58, -0.53)  0.1004
O (0.93, 1.69, 0.35)  -0.5194
H (-1.63, 1.11, 0.64)  0.2339
H (-1.76, 0.95, -1.13)  0.2302
H (-2.42, -0.34, -0.06)  0.2070
H (-1.15, -2.17, -0.22)  0.1883
H (0.73, -2.02, -0.03)  0.1997
H (1.96, 0.06, 1.26)  0.1687
H (2.88, 0.91, -0.09)  0.1845

Which one sits at the bottom of the stability order? run two does.